1.
Formula: C12H12BrN3OS
Source: the Open Molecules 2025 dataset
Level of theory: wB97M-V/def2-TZVPD

CARTESIAN COORDINATES (ANGSTROEM)
1 N 3.398 0.269 -1.555
2 C 3.519 -0.448 -0.380
3 O 4.643 -0.794 -0.099
4 C 2.330 -0.745 0.562
5 C 2.186 0.350 1.641
6 C 0.865 0.180 2.444
7 C -0.360 0.340 1.551
8 C -0.157 -0.363 0.203
9 C -1.137 -0.729 -0.855
10 C -2.556 -0.279 -0.996
11 C -3.098 0.840 -0.431
12 C -4.450 1.100 -0.897
13 Br -5.447 2.632 -0.420
14 C -4.828 0.118 -1.761
15 S -3.661 -1.171 -1.992
16 N -0.557 -1.424 -1.817
17 N 0.753 -1.471 -1.425
18 C 1.043 -0.834 -0.229
19 H 4.279 0.605 -1.962
20 H 2.562 0.810 -1.766
21 H 2.485 -1.704 1.026
22 H 3.077 0.341 2.292
23 H 2.147 1.313 1.119
24 H 0.801 0.907 3.252
25 H 0.887 -0.779 2.939
26 H -1.254 -0.078 2.040
27 H -0.534 1.407 1.413
28 H -2.583 1.497 0.270
29 H -5.813 0.112 -2.223
30 H 1.457 -2.000 -1.943

Summary:
Energy above the lowest of the compared OMol25 structures with the same formula, charge and spin   0.35 kcal per mole
Electronic energy   -3676.196185 a.u.
SMILES   NC(=O)[C@H]1CCCc2c(-c3cc(Br)cs3)n[nH]c21
HOMO-LUMO gap   0.3347 Eh
LUMO   0.637 eV

---

2.
Formula: C6H13BrNO
Source: the Open Molecules 2025 dataset
Level of theory: wB97M-V/def2-TZVPD

CARTESIAN COORDINATES (ANGSTROEM)
1 C 0.138 2.348 0.827
2 C 0.621 1.761 -0.653
3 C -0.155 0.390 -1.108
4 Br -0.023 0.289 -3.142
5 N 0.460 -0.895 -0.602
6 C -0.732 -1.833 -0.579
7 C -1.288 -1.569 0.974
8 O 0.009 -1.799 1.678
9 C 0.949 -1.003 0.825
10 H 0.841 1.980 1.696
11 H -1.005 2.207 1.036
12 H 0.311 3.527 0.759
13 H 1.795 1.685 -0.748
14 H 0.295 2.601 -1.436
15 H -1.307 0.505 -0.893
16 H 1.258 -1.116 -1.238
17 H -0.218 -2.893 -0.557
18 H -1.521 -1.725 -1.459
19 H -1.485 -0.420 1.218
20 H -2.231 -2.166 1.330
21 H 1.841 -1.787 0.714
22 H 1.445 -0.086 1.355

Summary:
Total charge   +1
Energy above the lowest of the compared OMol25 structures with the same formula, charge and spin   60.84 kcal per mole
Electronic energy   -2940.027312 a.u.
SMILES   CC[C@@H](Br)[N@@H+]1CCOC1
HOMO-LUMO gap   0.4027 Eh
LUMO   -3.572 eV

---

3.
Formula: C22H56Br10O16P4
Source: the Open Molecules 2025 dataset
Level of theory: wB97M-V/def2-TZVPD

CARTESIAN COORDINATES (ANGSTROEM)
1 C 5.294 -3.544 -1.999
2 O 4.760 -2.279 -1.545
3 P 3.305 -1.882 -1.979
4 O 2.213 -2.905 -2.027
5 O 3.043 -0.749 -0.913
6 C 3.946 0.428 -0.591
7 O 3.545 -1.213 -3.424
8 C 2.605 -1.313 -4.502
9 H 6.058 -3.403 -2.808
10 H 4.502 -4.088 -2.491
11 H 5.790 -4.094 -1.170
12 H 3.764 0.775 0.416
13 H 3.873 1.199 -1.383
14 H 4.953 -0.032 -0.595
15 H 2.661 -0.361 -5.042
16 H 1.573 -1.450 -4.119
17 H 2.807 -2.223 -5.160
18 C 1.001 2.571 -3.973
19 O 0.814 1.692 -5.125
20 P -0.585 1.831 -5.802
21 O -0.866 3.189 -6.186
22 O -1.696 1.145 -4.832
23 C -3.096 1.208 -5.139
24 O -0.459 0.726 -6.898
25 C 0.545 0.639 -7.908
26 H 1.723 2.125 -3.259
27 H 0.041 2.641 -3.447
28 H 1.342 3.555 -4.292
29 H -3.245 2.084 -5.774
30 H -3.669 1.319 -4.215
31 H -3.452 0.281 -5.569
32 H 0.100 0.063 -8.661
33 H 1.446 0.193 -7.522
34 H 0.823 1.687 -8.177
35 C 0.542 0.988 3.992
36 O 1.004 2.350 4.221
37 P 2.158 2.999 3.397
38 O 2.425 2.362 2.073
39 O 3.391 3.050 4.394
40 C 4.760 3.130 4.172
41 O 1.649 4.475 3.215
42 C 2.392 5.361 2.257
43 H 1.065 0.261 4.608
44 H 0.766 0.736 2.998
45 H -0.533 1.005 4.272
46 H 5.192 3.585 5.058
47 H 5.044 3.636 3.219
48 H 5.181 2.132 4.142
49 H 3.294 5.689 2.729
50 H 1.706 6.180 2.050
51 H 2.512 4.760 1.321
52 C -5.229 2.626 3.933
53 O -4.200 2.509 2.971
54 P -4.121 1.127 2.117
55 O -4.721 -0.091 2.776
56 O -4.786 1.422 0.743
57 C -5.547 0.393 0.098
58 O -2.557 1.117 2.017
59 C -1.811 2.127 1.319
60 H -6.222 3.051 3.596
61 H -4.952 3.294 4.732
62 H -5.489 1.661 4.334
63 H -6.594 0.546 0.329
64 H -5.158 -0.594 0.412
65 H -5.476 0.624 -0.968
66 H -1.876 3.159 1.593
67 H -1.951 2.153 0.277
68 H -0.805 1.810 1.568
69 Br -3.841 -6.883 -1.519
70 C -3.090 -5.999 0.134
71 C -1.782 -6.555 0.647
72 Br -1.567 -5.542 2.270
73 H -3.855 -6.041 0.898
74 H -2.960 -4.958 -0.107
75 H -0.910 -6.387 0.004
76 H -1.730 -7.618 0.903
77 Br 1.802 4.488 -1.303
78 C 0.126 3.829 -0.431
79 C -1.057 4.678 -0.860
80 Br -1.062 6.365 0.154
81 H 0.371 3.931 0.632
82 H 0.053 2.790 -0.735
83 H -1.995 4.230 -0.553
84 H -1.015 5.070 -1.825
85 Br 1.715 -6.388 0.406
86 C 1.916 -4.944 1.793
87 C 2.740 -3.969 1.011
88 Br 3.125 -2.407 2.173
89 H 2.427 -5.317 2.647
90 H 0.949 -4.742 2.113
91 H 2.243 -3.633 0.140
92 H 3.704 -4.462 0.808
93 Br -4.651 -1.622 5.593
94 C -2.759 -2.091 5.346
95 C -2.357 -2.096 3.880
96 Br -0.371 -2.503 3.916
97 H -2.508 -2.999 5.885
98 H -2.258 -1.329 5.977
99 H -2.449 -1.098 3.436
100 H -2.897 -2.770 3.234
101 Br -2.435 -2.402 -0.229
102 C -0.445 -2.339 -0.104
103 C 0.096 -0.950 0.143
104 Br -0.313 0.277 -1.383
105 H -0.045 -2.795 -1.010
106 H -0.326 -2.862 0.793
107 H 1.185 -1.028 0.293
108 H -0.287 -0.380 0.976

Summary:
Energy above the lowest of the compared OMol25 structures with the same formula, charge and spin   0.00 kcal per mole
Electronic energy   -29181.584010 a.u.
SMILES   COP(=O)(OC)OC.COP(=O)(OC)OC.COP(=O)(OC)OC.COP(=O)(OC)OC.BrCCBr.BrCCBr.BrCCBr.BrCCBr.BrCCBr
HOMO-LUMO gap   0.3715 Eh
LUMO   0.291 eV

---

4.
Formula: C52H52BrClN5O2SbSc
Source: the Open Molecules 2025 dataset
Level of theory: wB97M-V/def2-TZVPD

CARTESIAN COORDINATES (ANGSTROEM)
1 Sc -0.041 -0.244 -0.585
2 C 2.352 3.200 -0.172
3 C 3.257 2.006 -0.192
4 C 4.586 2.125 0.209
5 C 5.447 1.050 0.079
6 C 4.966 -0.106 -0.514
7 C 3.628 -0.150 -0.885
8 N 2.771 0.854 -0.683
9 Sb 3.146 -1.833 -2.136
10 C 1.432 -1.252 -3.337
11 C 1.672 -1.607 -4.655
12 C 0.649 -1.513 -5.586
13 C -0.586 -1.105 -5.143
14 C -0.771 -0.742 -3.811
15 C -2.153 -0.351 -3.403
16 N 0.237 -0.784 -2.917
17 C 2.038 -3.049 -0.756
18 C 2.515 -4.345 -0.636
19 C 1.825 -5.243 0.166
20 C 0.702 -4.793 0.824
21 C 0.290 -3.472 0.684
22 C -0.912 -3.033 1.468
23 N 0.952 -2.606 -0.105
24 H 2.862 4.065 0.249
25 H 1.452 2.999 0.402
26 H 2.046 3.435 -1.193
27 H 4.938 3.071 0.597
28 H 6.483 1.130 0.381
29 H 5.612 -0.956 -0.699
30 H 2.652 -1.963 -4.945
31 H 0.814 -1.771 -6.624
32 H -1.432 -1.057 -5.815
33 H -2.600 0.273 -4.172
34 H -2.175 0.187 -2.465
35 H -2.763 -1.255 -3.309
36 H 3.408 -4.644 -1.168
37 H 2.160 -6.267 0.270
38 H 0.140 -5.453 1.472
39 H -0.836 -3.406 2.488
40 H -1.817 -3.451 1.024
41 H -1.018 -1.950 1.511
42 C -2.809 1.480 2.481
43 C -1.542 1.199 3.241
44 C -1.638 1.028 4.621
45 C -0.513 0.956 5.419
46 C 0.733 1.077 4.833
47 C 0.873 1.224 3.459
48 C 2.248 1.468 2.907
49 C -0.269 1.237 2.641
50 N -0.135 1.406 1.211
51 C -0.243 2.661 0.768
52 C -0.370 3.836 1.708
53 C -0.240 2.928 -0.623
54 C -0.283 4.374 -1.056
55 N -0.163 1.920 -1.509
56 C -0.442 2.296 -2.862
57 C -1.739 2.725 -3.202
58 C -2.866 2.778 -2.198
59 C -2.013 3.097 -4.512
60 C -1.032 3.060 -5.490
61 C 0.248 2.668 -5.141
62 C 0.561 2.299 -3.836
63 C 2.000 2.013 -3.499
64 H -3.643 0.926 2.915
65 H -2.721 1.239 1.434
66 H -3.055 2.543 2.564
67 H -2.624 0.997 5.072
68 H -0.607 0.834 6.491
69 H 1.624 1.065 5.452
70 H 2.999 0.954 3.508
71 H 2.478 2.538 2.935
72 H 2.335 1.132 1.878
73 H -0.329 3.527 2.748
74 H -1.315 4.361 1.550
75 H 0.427 4.562 1.537
76 H 0.507 4.944 -0.565
77 H -1.230 4.845 -0.782
78 H -0.155 4.477 -2.129
79 H -2.658 2.195 -1.304
80 H -3.787 2.401 -2.648
81 H -3.060 3.809 -1.895
82 H -3.017 3.421 -4.762
83 H -1.256 3.357 -6.507
84 H 1.039 2.673 -5.883
85 H 2.447 1.337 -4.231
86 H 2.100 1.580 -2.507
87 H 2.578 2.941 -3.528
88 Br -3.047 -3.996 -2.428
89 C -4.150 -3.010 -1.241
90 C -5.450 -3.475 -1.111
91 C -6.341 -2.836 -0.264
92 C -5.940 -1.720 0.455
93 C -4.651 -1.245 0.307
94 C -3.734 -1.876 -0.537
95 C -2.374 -1.284 -0.599
96 O -1.381 -1.905 -1.051
97 O -2.172 -0.110 -0.154
98 H -5.759 -4.343 -1.677
99 H -7.352 -3.210 -0.172
100 H -6.628 -1.221 1.123
101 H -4.323 -0.369 0.844
102 Cl 1.799 -4.349 7.363
103 C 1.820 -3.489 5.866
104 C 0.672 -2.828 5.433
105 C 0.689 -2.129 4.250
106 C 1.856 -2.073 3.443
107 C 1.898 -1.374 2.238
108 C 3.004 -2.763 3.917
109 C 2.988 -3.452 5.106
110 H -0.223 -2.861 6.040
111 H -0.194 -1.584 3.938
112 H 1.030 -0.842 1.850
113 H 2.808 -1.336 1.654
114 H 3.910 -2.735 3.322
115 H 3.873 -3.965 5.459

Summary:
Total charge   +1
Electronic energy   -6472.069808 a.u.
HOMO-LUMO gap (alpha / beta)   0.2446 / 0.2149 Eh
LUMO (alpha / beta)   -2.527 / -2.682 eV

---

5.
Formula: C15H36FN5O7S
Source: the Open Molecules 2025 dataset
Level of theory: wB97M-V/def2-TZVPD

CARTESIAN COORDINATES (ANGSTROEM)
1 C -0.757 -2.477 0.816
2 C 0.428 -1.774 0.153
3 C 0.320 -1.623 -1.362
4 C -1.012 -1.116 -1.893
5 O -1.122 0.310 -1.821
6 C -1.728 0.777 -0.677
7 N -1.128 2.069 -0.417
8 O -3.138 0.926 -0.893
9 C -3.954 0.707 0.231
10 C -5.020 -0.399 0.006
11 O -5.591 -0.745 1.189
12 N -4.426 -1.491 -0.678
13 C -5.323 -2.668 -0.834
14 C -4.571 -3.965 -0.689
15 N -4.412 -4.363 0.714
16 S -6.379 0.464 -0.993
17 O -7.257 -0.469 -1.591
18 O -6.975 1.411 -0.132
19 F -5.621 1.262 -2.085
20 H -1.405 -2.983 0.115
21 H -0.442 -3.196 1.561
22 H -1.375 -1.766 1.350
23 H 1.334 -2.305 0.411
24 H 0.509 -0.788 0.591
25 H 1.085 -0.960 -1.746
26 H 0.489 -2.597 -1.817
27 H -1.862 -1.593 -1.423
28 H -1.063 -1.374 -2.945
29 H -1.505 0.145 0.178
30 H -1.607 2.527 0.348
31 H -1.239 2.605 -1.271
32 H -4.527 1.621 0.389
33 H -3.399 0.532 1.151
34 H -5.108 -0.351 1.926
35 H -4.194 -1.189 -1.616
36 H -6.171 -2.656 -0.163
37 H -5.725 -2.670 -1.841
38 H -3.599 -3.879 -1.176
39 H -5.120 -4.733 -1.228
40 H -3.456 -4.608 0.919
41 H -4.689 -3.595 1.310
42 C 2.918 3.306 1.241
43 N 2.654 2.062 1.933
44 C 3.764 1.304 2.494
45 C 1.408 1.583 2.073
46 O 1.126 0.542 2.641
47 H 3.571 3.126 0.386
48 H 3.404 4.014 1.916
49 H 1.986 3.741 0.885
50 H 3.797 0.312 2.051
51 H 3.623 1.200 3.572
52 H 4.700 1.817 2.297
53 H 0.643 2.227 1.609
54 C 7.425 2.989 -1.320
55 N 7.114 1.776 -0.590
56 C 8.193 1.011 0.013
57 C 5.853 1.327 -0.450
58 O 5.539 0.319 0.150
59 H 8.087 2.761 -2.158
60 H 7.919 3.705 -0.662
61 H 6.512 3.438 -1.707
62 H 8.208 0.001 -0.397
63 H 8.041 0.938 1.090
64 H 9.143 1.499 -0.188
65 H 5.108 1.975 -0.944

Summary:
Electronic energy   -1891.608081 a.u.
SMILES   CCCCO[C@@H](N)OC[C@](O)(NCCN)S(=O)(=O)F.CN(C)C=O.CN(C)C=O
HOMO-LUMO gap   0.3538 Eh
LUMO   0.465 eV

---

6.
Formula: FeN6O18Pb2
Source: the Open Molecules 2025 dataset
Level of theory: wB97M-V/def2-TZVPD

CARTESIAN COORDINATES (ANGSTROEM)
1 Fe -1.089 0.638 -1.302
2 Pb -1.409 -0.135 4.244
3 Pb 2.282 -3.834 2.505
4 N 0.023 -1.333 0.953
5 O -0.189 -0.851 2.053
6 O -0.372 -0.814 -0.114
7 O 0.901 -2.219 0.819
8 N 0.889 -0.384 -3.392
9 O 0.480 -0.158 -4.546
10 O 0.620 0.496 -2.504
11 O 1.369 -1.440 -3.140
12 N 0.837 2.454 1.033
13 O 0.383 3.608 1.107
14 O 1.444 1.990 2.042
15 O 0.576 1.781 0.044
16 N -3.244 -1.234 -2.771
17 O -4.162 -1.431 -1.928
18 O -2.327 -0.511 -2.360
19 O -3.310 -1.627 -3.909
20 N 4.086 -0.596 1.430
21 O 4.258 0.423 2.085
22 O 4.318 -0.704 0.248
23 O 3.457 -1.505 2.073
24 N -2.391 1.907 1.312
25 O -2.473 1.160 0.319
26 O -1.975 1.363 2.355
27 O -2.983 2.955 1.344

Summary:
Electronic energy   -3331.237713 a.u.
2S+1   5
<S²>   6.0152
HOMO-LUMO gap (alpha / beta)   0.0834 / 0.0826 Eh
LUMO (alpha / beta)   -5.378 / -5.373 eV